H10O5 | wB97M-V/def2-TZVPD

The geometry in XYZ format:
```
15
Properties=species:S:1:pos:R:3:forces:R:3:lowdin_charge:R:1
O -0.510874 -0.060592 0.098518 -1.1 -0.2 0.4 -0.041
H -1.208232 -0.720084 0.186574 0.1 0.1 0.0 0.042
H -0.484278 0.369159 0.960838 -0.2 0.1 0.0 0.060
O -0.650320 2.239205 4.481088 -0.2 0.0 -0.2 -0.062
H -0.587309 2.581273 3.582194 0.1 0.0 0.1 0.029
H -1.557625 2.432651 4.742556 0.1 0.0 0.0 0.034
O -3.122410 -1.758953 -1.748393 0.2 0.0 0.1 -0.050
H -2.759564 -1.849233 -0.860033 -0.2 -0.1 -0.1 0.015
H -2.369915 -1.925711 -2.327127 -0.1 0.0 0.0 0.040
O 2.477313 -0.622630 -2.279374 1.3 -1.5 -3.4 -0.082
H 3.135494 -0.322690 -2.916416 0.1 -0.1 -0.2 0.056
H 2.517389 -1.583984 -2.335791 0.0 0.0 0.0 0.058
O 1.894762 0.258722 -0.539467 -0.6 1.6 3.0 -0.124
H 1.262233 0.117497 0.173942 0.4 0.2 -0.3 -0.004
H 1.344040 0.455120 -1.305707 0.1 -0.2 0.5 0.029
```
Positions in Å, forces in eV/Å.

**2S+1**: 1
**Structure (SMILES)**: O.O.O.O.O
**Net charge**: 0
**E**: -382.1185 Ha
**HOMO-LUMO gap**: 9.54 eV
**Energy relative to the best compared isomer or geometry (same formula, charge and spin)**: 2.876 eV



CH2OS2 | wB97M-V/def2-TZVPD

The geometry in XYZ format:
```
6
Properties=species:S:1:pos:R:3:forces:R:3:lowdin_charge:R:1
O 0.402716 -0.122088 -1.155428 -0.4 -0.4 0.7 -0.080
C 0.542343 0.331099 0.108578 -0.5 -0.3 0.5 -1.296
S 1.920558 0.955222 0.640361 0.1 0.3 0.1 0.681
S -0.899009 0.173789 1.231240 0.3 -0.7 -1.9 0.718
H -0.267243 -0.825281 -1.132886 0.1 0.3 -0.4 0.085
H -1.699367 -0.512742 0.308136 0.5 0.7 1.0 -0.108
```
Positions in Å, forces in eV/Å.

**2S+1**: 1
**Structure (SMILES)**: OC(=S)S
**Net charge**: 0
**E**: -910.8917 Ha
**HOMO-LUMO gap**: 9.25 eV
**Energy relative to the best compared isomer or geometry (same formula, charge and spin)**: 0.650 eV



C4H10S | wB97M-V/def2-TZVPD

The geometry in XYZ format:
```
15
Properties=species:S:1:pos:R:3:forces:R:3:lowdin_charge:R:1
C -1.639488 -0.584022 -0.037565 -0.3 1.1 1.0 -0.076
C -0.240697 -0.050210 0.279581 0.1 0.7 1.7 -0.512
C 0.002465 1.402454 -0.171920 -0.7 -1.0 0.1 -0.121
C 0.881977 -0.830897 -0.302648 2.5 -0.8 -1.5 -0.499
S 2.631031 -0.068332 -0.034882 -1.2 -1.2 1.7 0.635
H -1.849608 -0.572321 -1.070299 -0.2 -0.1 -1.4 0.062
H -1.921452 -1.538331 0.369356 0.6 -0.8 0.1 0.069
H -2.386717 0.059434 0.453450 0.3 0.2 -0.3 0.083
H -0.194121 -0.061045 1.405888 0.3 -0.1 -0.9 0.143
H 0.745609 1.931927 0.375676 1.2 -0.2 0.2 0.042
H 0.251931 1.342412 -1.231788 -0.3 0.7 0.0 0.083
H -0.842394 1.979221 0.090032 -1.5 0.7 -0.5 0.059
H 0.956788 -0.755271 -1.431539 -0.8 -0.3 1.1 0.076
H 0.959021 -1.900265 -0.028395 -0.2 0.6 -0.1 0.077
H 2.645662 -0.354755 1.335052 0.2 0.4 -1.3 -0.123
```
Positions in Å, forces in eV/Å.

**2S+1**: 1
**Structure (SMILES)**: CC(C)CS
**Net charge**: 0
**E**: -556.5626 Ha
**HOMO-LUMO gap**: 10.00 eV
**Energy relative to the best compared isomer or geometry (same formula, charge and spin)**: 0.528 eV



C20H26ClN6O | wB97M-V/def2-TZVPD

The geometry in XYZ format:
```
54
Properties=species:S:1:pos:R:3:forces:R:3:lowdin_charge:R:1
C -1.600575 -3.525507 -1.566988 -0.1 0.2 -0.1 -0.070
C -1.882084 -2.043726 -1.797388 0.2 -0.2 0.2 -0.176
C -1.419998 -1.157406 -0.628240 -0.7 -0.1 -0.4 -0.194
C -1.694909 0.282774 -0.903554 -0.4 0.7 0.0 -0.250
N -0.797921 1.202508 -1.192062 0.3 -1.0 0.2 0.069
N -1.462605 2.332774 -1.378969 0.5 1.0 -0.3 0.007
N -2.698897 2.162958 -1.225412 -1.5 0.4 0.0 0.089
N -2.913427 0.881592 -0.918993 1.7 -0.6 -0.1 -0.032
C -4.245136 0.384000 -0.642245 -0.8 0.4 0.1 -0.031
C -4.937790 1.277083 0.334988 0.4 -0.5 0.8 -0.289
C -4.778187 1.450693 1.680654 -0.1 -0.2 -0.7 -0.017
C -5.691747 2.464346 2.052408 -0.3 0.3 -0.4 -0.044
C -6.329401 2.828631 0.906119 0.0 0.2 1.0 -0.094
O -5.878425 2.118465 -0.133928 0.0 -0.2 -0.6 0.059
N 0.029433 -1.366692 -0.314140 -0.2 -0.2 0.1 -0.050
C 0.464904 -0.640120 0.906157 0.6 0.3 0.9 -0.067
C 1.868396 -1.125868 1.301775 -0.2 0.1 0.0 -0.127
N 2.824966 -0.889249 0.255609 0.0 -0.1 -0.1 -0.117
C 3.544719 0.333694 0.282352 0.2 0.2 0.1 -0.190
C 3.333133 1.327743 -0.666594 0.0 0.1 0.0 -0.045
C 4.069734 2.500073 -0.624667 0.1 -0.1 0.1 -0.663
Cl 3.786450 3.712386 -1.821758 0.0 0.1 -0.1 0.698
C 5.014499 2.702141 0.366934 -0.1 0.1 -0.1 -0.089
C 5.228196 1.703480 1.298121 -0.2 0.0 -0.1 -0.026
C 4.519287 0.509617 1.272236 0.0 0.0 0.0 -0.206
C 4.835979 -0.560723 2.272564 0.0 0.0 0.0 -0.038
C 2.400208 -1.447166 -0.996945 -0.2 -0.1 -0.1 -0.122
C 0.973683 -1.049323 -1.418876 0.9 0.2 -0.7 -0.085
H -2.100145 -4.107933 -2.335796 0.0 -0.1 0.0 0.092
H -0.540077 -3.762799 -1.627812 0.1 -0.1 0.0 0.074
H -1.986864 -3.852971 -0.603603 0.0 -0.1 0.1 0.089
H -2.958640 -1.904867 -1.907592 0.0 0.1 0.0 0.119
H -1.424986 -1.708285 -2.729141 -0.1 0.1 0.0 0.124
H -1.972954 -1.456753 0.273835 0.2 0.0 -0.1 0.165
H -4.818003 0.383779 -1.574394 0.1 -0.2 0.1 0.148
H -4.163086 -0.633307 -0.253068 0.0 0.1 -0.1 0.130
H -4.106423 0.923684 2.327914 0.2 -0.2 0.1 0.109
H -5.846909 2.859750 3.033981 -0.1 0.1 0.2 0.108
H -7.096157 3.551715 0.713743 -0.1 0.1 -0.1 0.130
H 0.131996 -2.372358 -0.121190 -0.1 0.1 0.0 0.171
H -0.245577 -0.825703 1.713547 -0.1 -0.1 -0.1 0.144
H 0.490460 0.426788 0.675910 -0.1 -0.2 0.0 0.134
H 2.177839 -0.602911 2.204823 -0.1 -0.1 0.0 0.132
H 1.829829 -2.201925 1.522400 0.0 0.0 0.1 0.138
H 2.606275 1.213614 -1.453252 -0.1 0.0 -0.1 0.097
H 5.581724 3.617595 0.400683 0.1 0.1 0.0 0.111
H 5.980393 1.845622 2.058998 0.1 0.0 0.1 0.121
H 4.290944 -0.404412 3.203791 0.0 -0.1 0.1 0.086
H 4.585446 -1.542727 1.880845 0.0 -0.1 0.0 0.079
H 5.895965 -0.538432 2.510921 0.1 0.0 0.1 0.087
H 3.098308 -1.147136 -1.778127 -0.1 -0.1 0.0 0.145
H 2.445501 -2.542706 -0.908816 0.0 0.0 -0.1 0.134
H 0.696381 -1.607146 -2.312202 -0.1 0.0 0.1 0.135
H 0.886288 0.020657 -1.615554 0.0 -0.3 0.1 0.097
```
Positions in Å, forces in eV/Å.

**2S+1**: 1
**Structure (SMILES)**: CC[C@H](c1nnnn1Cc1ccco1)[NH+]1CCN(c2cc(Cl)ccc2C)CC1
**Net charge**: +1
**E**: -1641.3946 Ha
**HOMO-LUMO gap**: 8.30 eV



C4H4BrClPS | wB97M-V/def2-TZVPD

The geometry in XYZ format:
```
12
Properties=species:S:1:pos:R:3:forces:R:3:lowdin_charge:R:1
C 0.774603 -0.271480 -1.504951 0.0 0.1 -0.4 -0.229
C -0.049022 0.657736 -0.922104 -0.4 0.3 1.4 -0.245
C 0.907822 -1.589524 -1.233686 0.5 -1.1 0.0 -0.652
C 0.021776 0.512337 1.993512 -0.2 0.4 -0.6 -0.134
P -0.973217 0.458743 0.601380 0.7 -1.3 -0.9 0.007
S 1.263679 -3.058497 -1.023271 -0.3 0.7 0.0 0.981
Cl -2.338492 1.839868 0.625306 -0.3 0.4 0.1 0.475
Br -1.933591 -1.517829 0.376544 0.2 0.6 0.3 0.490
H 1.389054 0.058512 -2.342430 0.0 0.0 0.1 0.143
H 0.034403 1.686742 -1.245479 -0.1 0.1 -0.1 0.087
H 0.801057 -0.213234 2.136070 0.1 -0.4 0.0 0.039
H 0.101930 1.436627 2.539107 -0.1 0.2 0.1 0.037
```
Positions in Å, forces in eV/Å.

**2S+1**: 1
**Net charge**: +1
**E**: -3928.2179 Ha
**HOMO-LUMO gap (alpha / beta)**: 5.68 / 7.99 eV
**Energy relative to the best compared isomer or geometry (same formula, charge and spin)**: 0.000 eV



C3H10N4O | wB97M-V/def2-TZVPD

The geometry in XYZ format:
```
18
Properties=species:S:1:pos:R:3:forces:R:3:lowdin_charge:R:1
C 0.688159 1.758393 -1.132326 2.4 0.4 5.6 -0.080
N 1.516896 0.411645 -0.981323 -1.2 1.1 -0.8 -0.118
N 0.430365 -0.477030 -1.068746 -2.6 -2.7 0.3 -0.048
C -0.414641 -0.646679 -0.095234 2.4 1.3 1.1 -0.361
C -0.298315 -0.035125 1.338428 -1.9 0.1 -0.7 -0.304
N 0.746811 -0.380141 2.145619 6.3 -4.4 3.1 -0.056
N -1.487574 -1.487924 -0.130673 -1.0 0.2 -0.1 -0.035
O -1.992925 -1.791363 -1.417947 -0.2 0.0 0.3 -0.052
H 0.335609 1.853487 -2.087763 -1.4 0.2 -2.2 0.008
H 1.391569 2.666311 -0.885418 -1.3 -1.7 -0.5 0.087
H -0.195465 1.703376 -0.176666 2.9 0.6 -3.7 0.123
H 2.069013 0.083036 -1.862274 -1.2 1.8 1.8 0.132
H -1.037221 -0.463637 2.013008 -1.5 0.5 -0.8 0.105
H -0.374886 1.079645 1.364121 -0.3 -0.8 -0.3 0.101
H 0.720852 -1.379000 2.695931 -0.6 3.2 -2.0 0.152
H 1.711072 -0.462978 1.716621 -1.6 0.7 0.3 0.090
H -2.213196 -1.278140 0.625724 1.0 -0.3 -2.2 0.162
H -1.596121 -1.153875 -2.061083 0.0 -0.2 0.9 0.094
```
Positions in Å, forces in eV/Å.

**2S+1**: 1
**Structure (SMILES)**: CN/N=C(\CN)NO
**Net charge**: 0
**E**: -414.3616 Ha
**HOMO-LUMO gap**: 8.99 eV
**Energy relative to the best compared isomer or geometry (same formula, charge and spin)**: 6.846 eV



C6H14O2 | wB97M-V/def2-TZVPD

The geometry in XYZ format:
```
22
Properties=species:S:1:pos:R:3:forces:R:3:lowdin_charge:R:1
C 0.085311 0.074455 -0.935699 -0.2 -0.1 0.7 -0.437
C -0.047039 0.637576 1.213028 0.1 0.1 -0.2 -0.040
C -0.701411 -0.549083 1.087602 0.1 0.0 -0.5 -0.006
C 0.397923 -1.354315 -1.336297 0.0 0.0 0.0 -0.091
C -1.164578 0.625009 -1.583527 0.0 0.0 0.0 -0.084
C 1.292662 0.973580 -1.140688 0.0 0.0 0.0 -0.093
O -0.735238 0.150051 3.168559 0.3 -0.1 0.0 -0.328
O 0.465190 -0.424986 3.768810 -0.4 0.1 -0.2 -0.181
H 0.076468 -1.062238 4.381571 0.0 0.1 -0.1 0.058
H 0.989826 0.659768 1.510472 0.0 0.0 0.0 0.106
H -0.561026 1.577219 1.079092 0.0 0.0 0.0 0.110
H -1.753256 -0.586262 0.847952 0.0 0.0 0.0 0.106
H -0.186534 -1.475404 1.289792 0.0 0.0 0.0 0.104
H 0.706454 -1.374244 -2.391506 0.0 0.0 0.1 0.090
H -1.000342 0.736685 -2.664126 0.0 0.0 0.1 0.091
H 1.552935 0.976214 -2.209363 -0.1 0.0 0.1 0.091
H -0.462527 -2.017047 -1.233637 0.0 0.0 0.0 0.082
H 1.223605 -1.768227 -0.753499 0.0 0.0 0.0 0.087
H -1.427535 1.611763 -1.196315 0.0 0.0 0.0 0.084
H -2.024078 -0.034774 -1.454462 0.0 0.0 0.0 0.080
H 2.169992 0.616608 -0.598431 0.0 0.0 0.0 0.085
H 1.103195 2.007653 -0.849327 0.0 0.0 0.0 0.084
```
Positions in Å, forces in eV/Å.

**2S+1**: 1
**Net charge**: 0
**E**: -387.2199 Ha
**HOMO-LUMO gap (alpha / beta)**: 7.55 / 7.56 eV
**Energy relative to the best compared isomer or geometry (same formula, charge and spin)**: 7.827 eV



C4H6MgO2 | wB97M-V/def2-TZVPD

The geometry in XYZ format:
```
13
Properties=species:S:1:pos:R:3:forces:R:3:lowdin_charge:R:1
H -1.388748 -2.693271 -1.646575 0.1 0.2 0.2 -0.200
O -2.236352 0.196650 -1.573071 0.2 -0.1 0.6 -0.091
C -1.423765 -0.128832 -0.528407 -0.3 0.2 -0.6 -0.353
C -0.187197 0.339073 -0.317585 -0.4 0.2 0.4 -0.285
C 0.508116 -0.110064 0.952050 0.0 -0.2 -0.1 -0.238
C 1.856615 0.476817 1.141314 -0.1 -0.2 0.0 -0.208
O 2.389518 1.232319 0.325398 0.1 0.0 0.2 -0.114
Mg 1.171235 1.582308 -1.285811 -0.2 -0.4 0.0 0.892
H -1.756449 0.765798 -2.186144 0.1 -0.1 0.0 0.070
H -1.968278 -0.769705 0.176334 0.3 0.0 -0.3 0.103
H 0.665516 -1.210404 1.002205 0.0 0.2 -0.1 0.141
H -0.046261 0.108512 1.885771 0.1 0.0 -0.2 0.141
H 2.416044 0.210804 2.054519 0.0 0.1 -0.2 0.143
```
Positions in Å, forces in eV/Å.

**2S+1**: 1
**Net charge**: 0
**E**: -506.3363 Ha
**HOMO-LUMO gap**: 2.78 eV
**Energy relative to the best compared isomer or geometry (same formula, charge and spin)**: 4.906 eV